Formula: C7H9NO
Source: the OMol25 dataset
Level of theory: ωB97M-V/def2-TZVPD

CARTESIAN COORDINATES (ANGSTROEM)
C (-1.38, 2.23, -1.64)
C (-1.10, 0.86, -0.73)
C (-2.11, 0.09, -0.04)
C (-0.05, -0.38, 0.75)
C (0.94, -1.46, 1.16)
C (2.29, -1.17, 0.64)
C (0.15, 0.33, -0.44)
H (-2.46, 2.14, -1.98)
H (-1.46, 3.02, -0.55)
H (-0.31, 2.42, -2.39)
H (-3.14, -0.02, -0.10)
H (-1.79, -1.21, 1.66)
H (0.98, -2.52, 1.87)
H (2.57, -0.52, -0.14)
H (4.21, -1.82, 0.82)
H (1.06, 0.87, -0.89)
N (-1.41, -0.53, 0.94)
O (2.99, -2.32, 1.06)

Properties
Largest force on an atom   9.835 eV/A
Multiplicity   1
E_LUMO   0.0060 Ha
E_HOMO   -6.80 eV
Relative energy (zero: lowest compared OMol25 entry of this formula, charge and spin)   8.0364 eV